This record from the OMol25 dataset describes the ion C6H19N4 with charge +1 at a distorted geometry. The level of theory is the ωB97M-V functional and the def2-TZVPD basis.

Computed properties:
Total energy in a.u.: -458.6123
Gap between HOMO and LUMO in Ha: 0.4187
Energy relative to the best compared isomer or geometry (same formula, charge and spin) in kcal per mole: 115.0
HOMO in eV: -14.11
Lowest unoccupied orbital energy in eV: -2.72
Net charge: +1

Geometry (Å):
C (-2.100, 2.526, -0.441)
C (-2.118, 1.365, -1.415)
C (-1.961, -0.061, -0.956)
N (-0.635, -0.380, -0.594)
N (-0.270, -0.771, 0.747)
N (-1.250, -1.936, 1.184)
N (-0.360, 0.148, 1.708)
C (1.085, -1.400, 0.566)
C (2.199, -0.420, 0.164)
C (3.583, -0.965, 0.501)
H (-2.872, 2.524, 0.361)
H (-1.256, 2.722, 0.083)
H (-2.277, 3.513, -0.943)
H (-1.352, 1.652, -2.243)
H (-3.080, 1.342, -2.046)
H (-2.763, -0.085, -0.249)
H (-2.122, -0.788, -1.675)
H (-0.214, -1.081, -1.196)
H (-0.976, -2.436, 2.023)
H (-2.078, -1.454, 1.644)
H (0.550, 0.361, 2.123)
H (-0.918, 0.948, 1.355)
H (0.999, -2.249, -0.119)
H (1.248, -1.861, 1.452)
H (2.091, -0.190, -0.972)
H (2.010, 0.434, 0.856)
H (3.931, -0.687, 1.470)
H (3.672, -2.022, 0.333)
H (4.167, -0.528, -0.183)